{
  "formula": "C34H60BN2O3P",
  "method": "ωB97M-V with the def2-TZVPD basis set",
  "symbols": ["C", "C", "C", "C", "O", "C", "C", "B", "O", "O", "P", "C", "C", "C", "C", "C", "C", "C", "N", "N", "C", "C", "C", "C", "C", "C", "C", "C", "C", "C", "C", "C", "C", "C", "C", "C", "C", "C", "C", "C", "C", "H", "H", "H", "H", "H", "H", "H", "H", "H", "H", "H", "H", "H", "H", "H", "H", "H", "H", "H", "H", "H", "H", "H", "H", "H", "H", "H", "H", "H", "H", "H", "H", "H", "H", "H", "H", "H", "H", "H", "H", "H", "H", "H", "H", "H", "H", "H", "H", "H", "H", "H", "H", "H", "H", "H", "H", "H", "H", "H", "H"],
  "positions_angstrom": [[-1.3518, 2.9110, 4.8392], [-1.9303, 2.3261, 3.7970], [-2.2450, 1.7143, 2.3165], [-0.9530, 1.2474, 1.5084], [-0.4717, -0.0910, 1.6283], [-1.1344, -0.9586, 2.5514], [-0.7516, -0.7917, 4.1146], [0.6547, -0.0377, 4.4240], [1.8394, -0.1486, 3.5467], [0.8707, 0.7799, 5.6331], [-0.5784, -2.7485, 2.0493], [-1.9205, -3.9841, 2.5625], [-1.9682, -4.3416, 4.1428], [1.1280, -3.1744, 2.7354], [1.4412, -4.7223, 2.2645], [-1.2269, 1.6112, -0.0721], [0.0395, 1.1085, -0.9346], [0.2899, 1.9789, -2.2979], [0.8301, 1.4932, -3.4088], [-2.5656, 1.2206, -0.5636], [-2.7835, -0.2250, -0.7782], [-2.3666, -0.8238, -2.2225], [-1.6863, -2.3181, -2.0954], [-0.1754, -2.3869, -2.6713], [0.9468, -2.8273, -1.5907], [2.1458, -1.7653, -1.3829], [3.5411, -2.4392, -0.8667], [4.3144, -1.2521, -0.0408], [4.4456, 0.1280, -0.8764], [5.3369, -0.0108, -2.2407], [4.5127, 0.3860, -3.5876], [4.3521, -0.9668, -4.4612], [3.9086, -0.7301, -5.9961], [-3.1490, 2.1165, -1.5947], [-4.3607, 2.9484, -0.8587], [-3.9503, 4.4245, -0.3858], [-5.0901, 5.2721, 0.3597], [-4.8581, 6.7237, 0.9355], [-3.4281, 7.3782, 0.7679], [-2.2903, 6.6026, 0.0007], [-2.5641, 5.1351, -0.5681], [-0.7867, 2.9966, 5.8488], [-2.6928, 2.6247, 1.7348], [-3.1080, 0.9653, 2.4078], [-0.0820, 1.9671, 1.8116], [-2.2954, -1.0309, 2.4355], [-1.6071, -0.3067, 4.7436], [-0.6464, -1.8709, 4.5492], [2.4964, -0.7239, 4.0339], [1.6174, 0.3816, 6.1639], [-2.9417, -3.4800, 2.3009], [-1.9152, -4.9761, 1.9641], [-2.9280, -3.8952, 4.6328], [-1.0087, -4.0494, 4.7138], [-2.0850, -5.4962, 4.2759], [1.0486, -3.2265, 3.9002], [1.9934, -2.5187, 2.3670], [0.5882, -5.0859, 1.5562], [1.4458, -5.4622, 3.1487], [2.4268, -4.7862, 1.6460], [-1.1875, 2.7796, -0.0971], [0.0348, -0.0231, -1.1239], [0.9872, 1.3187, -0.2816], [-0.0569, 3.0857, -2.3048], [1.0745, 0.5027, -3.2139], [-3.9332, -0.4163, -0.6704], [-2.2972, -0.9141, 0.0191], [-3.3350, -0.9327, -2.8477], [-1.6557, -0.1099, -2.7983], [-2.3355, -2.9983, -2.7811], [-1.6911, -2.7221, -1.0197], [0.0506, -1.3852, -3.1924], [-0.1440, -3.1939, -3.5154], [0.4226, -2.9709, -0.5778], [1.4187, -3.8343, -1.8885], [1.8556, -1.0023, -0.5474], [2.3889, -1.1465, -2.3300], [4.2457, -2.7436, -1.7274], [3.3503, -3.2811, -0.1017], [3.7619, -0.9840, 0.9480], [5.3859, -1.5569, 0.2746], [5.0456, 0.8611, -0.1952], [3.4264, 0.6586, -1.0597], [6.2593, 0.6977, -2.2123], [5.6826, -1.1143, -2.2863], [5.1293, 1.1330, -4.2406], [3.5246, 0.9197, -3.3427], [5.3977, -1.4872, -4.4488], [3.6067, -1.7247, -4.0055], [3.0284, 0.0207, -6.0884], [4.8080, -0.4442, -6.6582], [3.5136, -1.7415, -6.4029], [-3.6546, 1.5899, -2.4882], [-2.3347, 2.7992, -2.0296], [-4.7750, 2.3612, 0.0405], [-5.2421, 3.0540, -1.6135], [-6.1442, 4.8118, 0.4932], [-5.7388, 7.2630, 1.4708], [-3.2299, 8.4186, 1.2061], [-1.2491, 7.0567, -0.1594], [-1.7116, 4.6060, -1.1196]],
  "atomic_forces_ev_per_a": [[-2.6, -4.2, -4.9], [3.9, 2.4, 4.1], [-0.7, 1.8, 1.4], [-0.1, 2.2, -0.8], [-1.2, -0.2, 0.9], [-0.3, -2.0, 1.6], [-0.8, 0.4, 0.5], [1.7, 1.0, 0.4], [-1.3, -1.3, 2.3], [0.2, -2.7, -0.9], [0.1, 0.5, -2.7], [-1.1, -0.2, 1.6], [-0.7, -1.1, 0.2], [0.1, -2.0, 1.5], [-0.6, -0.1, -0.7], [1.1, 0.7, 0.2], [0.8, 1.0, 0.0], [0.3, -1.6, -1.2], [-1.3, 1.1, 3.5], [1.0, -0.7, -0.2], [-1.0, -1.3, -0.4], [0.0, -0.5, 0.0], [-0.3, 0.2, -1.1], [0.0, -0.7, -0.5], [0.3, 0.4, 0.0], [0.4, -0.2, 0.7], [0.1, 1.8, 0.9], [0.0, 0.5, -0.1], [1.1, 0.7, 0.5], [-0.6, 0.5, 0.1], [0.8, -0.8, -0.4], [0.1, 0.1, -0.5], [-0.3, -0.7, 0.1], [-1.2, 0.6, 0.5], [0.2, 1.0, -0.9], [0.1, 3.8, 1.7], [2.8, 1.8, -0.1], [2.8, -2.5, -2.0], [-0.5, -3.4, -1.5], [-3.8, -1.8, 0.6], [-2.7, 1.7, 1.8], [-1.5, 0.0, -2.4], [0.8, -1.7, 1.0], [1.5, 1.0, -0.2], [-1.5, -1.3, -0.4], [2.0, 0.5, 0.1], [1.5, -0.7, -1.2], [-0.1, 1.9, -0.6], [-0.8, 1.1, -0.9], [-1.0, 1.0, -1.0], [1.9, -0.7, 0.2], [0.4, 1.9, 0.8], [2.0, -0.5, -0.7], [-1.6, -0.3, -0.9], [0.3, 2.0, -0.2], [0.7, 0.4, -1.9], [-1.8, -0.6, 0.6], [1.5, 0.6, 1.1], [0.2, 1.3, -1.4], [-1.7, 0.1, 1.3], [-0.1, -2.1, 0.2], [-0.1, 1.8, 0.1], [-1.6, -0.4, -1.0], [0.7, -1.8, 0.1], [-0.2, 0.5, -0.2], [1.9, 0.3, -0.1], [-0.5, 1.7, -1.1], [1.7, 0.3, 0.9], [-1.2, -1.2, 1.0], [1.1, 0.9, 1.5], [-0.2, 0.7, -1.6], [-0.1, -1.5, 0.9], [-0.1, 1.5, 1.4], [0.9, 0.1, -1.4], [-0.8, 1.5, 0.3], [0.4, -1.4, -1.5], [-0.6, -1.1, 1.4], [-1.4, 0.1, 1.3], [0.3, 1.0, -1.5], [0.7, -0.6, -1.7], [-1.7, 0.3, -0.6], [-1.2, -1.2, -1.0], [1.7, -1.1, 0.2], [-1.5, -1.4, 0.3], [-0.3, 1.9, -0.1], [-1.0, -1.3, 1.2], [1.4, -1.0, -0.4], [-1.9, 0.9, -0.1], [1.2, 1.4, -0.4], [1.7, -1.1, 0.2], [-1.5, -0.1, 1.1], [0.7, 1.7, 0.6], [1.1, 0.4, 1.5], [-1.4, -0.9, 0.6], [0.9, 0.8, -1.4], [1.5, 0.0, 1.3], [2.0, 0.8, -0.3], [1.9, -1.0, -1.1], [-0.3, -1.8, -0.8], [-1.9, -0.7, 0.3], [-1.5, 1.0, 0.9]],
  "mulliken_charge": [-0.350, -0.721, 0.502, -0.986, 0.302, 0.148, -1.009, 0.549, -0.493, -0.621, -0.510, -0.709, -0.971, 0.431, -0.961, -0.753, 1.212, -0.094, -0.749, 1.132, 0.022, -0.682, -0.222, -0.830, 0.301, 1.684, -0.094, -0.624, -0.084, -0.755, -0.262, -0.115, -1.139, -0.599, -0.599, 0.545, -0.550, -0.447, -0.351, -0.582, 0.112, 0.315, 0.048, 0.242, 0.351, 0.449, 0.193, 0.213, 0.239, 0.266, 0.348, 0.465, 0.257, 0.237, 0.276, 0.429, -0.095, 0.231, 0.290, 0.247, -0.176, -0.954, 0.429, 0.155, 0.115, 0.320, -0.819, 0.559, 0.294, 0.316, 0.019, 0.311, 0.450, -0.714, 0.424, -0.569, -1.060, 0.364, 0.017, -0.093, 0.442, 0.489, -0.238, 0.342, 0.361, 0.403, 0.060, 0.340, -0.101, 0.260, 0.302, 0.333, 0.472, 0.178, 0.282, 0.400, 0.260, 0.288, 0.300, 0.311, 0.056],
  "multiplicity": 1,
  "gap_ev": 7.78,
  "homo_energy_ev": -7.69
}